No. 1
99
Properties=species:S:1:pos:R:3:forces:R:3 method="wB97M-V/def2-TZVPD" lumo_ha=-0.1669 total_charge=+1 homo_lumo_gap_ev=1.60 energy_ev=-81848.0821 relative_energy_kj_mol=928.90 fmax_ev_per_a=7.95
Rb 1.096189 -8.980494 -7.997030 0.05 0.11 0.06
Rb -6.061861 -8.115094 -5.280840 0.07 0.14 0.15
Rb -1.597491 -11.457004 -1.322220 0.00 0.22 0.08
C -2.827161 -3.447264 0.651290 0.32 -3.93 -2.46
C -2.649751 -4.537604 -0.365600 0.20 0.62 0.78
C -1.408271 -4.374844 -1.398850 0.78 0.73 -1.31
O -1.174791 -5.229264 -2.285370 -0.73 0.55 1.52
C -0.604231 -3.121414 -1.345730 -2.17 -4.57 -0.45
C -1.024281 -2.175184 -0.478490 3.89 6.87 0.90
C -2.137421 -2.284444 0.494300 -1.89 3.19 3.62
O -2.553961 -1.382084 1.346610 2.28 -1.18 -2.88
O -0.273681 -1.077054 -0.452580 -2.73 -2.94 0.32
O -3.352361 -5.545824 -0.444790 0.42 0.38 -0.07
H -3.441811 -3.512744 1.536900 -0.34 -0.35 -0.30
H 0.262359 -3.023254 -1.982740 -0.11 0.20 0.06
C -2.738601 4.454096 -5.521970 1.36 -0.61 2.02
O -3.163811 5.717236 -5.957780 -0.95 2.03 0.15
C -3.269351 6.774936 -5.090930 0.67 0.41 3.97
O -2.974031 6.802266 -3.835320 -1.19 -0.43 -5.86
O -3.786561 7.840246 -5.781180 0.42 -4.26 -1.27
C -3.749971 9.115846 -5.298410 0.10 0.83 2.53
H -1.693791 4.291216 -5.786420 -0.01 0.15 -0.41
H -3.302621 3.575866 -5.836120 -0.55 0.70 -0.56
H -2.719301 4.429656 -4.432420 -0.21 0.05 0.12
H -3.555081 9.016906 -4.230550 0.65 0.49 0.16
H -4.755771 9.534826 -5.268130 0.11 0.27 -0.91
H -2.963651 9.663376 -5.818050 -0.41 0.37 0.08
C 9.369619 5.415596 2.684060 1.50 0.12 -1.03
O 8.781269 4.471436 3.503150 -2.36 -2.36 1.22
C 7.417779 4.363786 3.526570 -1.23 2.93 0.81
O 6.659289 5.178076 3.012080 1.21 -1.55 -0.17
O 6.994169 3.471316 4.434990 1.99 -0.69 -0.60
C 5.622889 3.140006 4.543140 -0.81 0.24 -0.51
H 9.526409 6.355016 3.214180 -0.56 0.23 -0.37
H 8.944099 5.441806 1.680900 -0.53 0.61 0.31
H 10.364709 5.008636 2.504420 0.21 0.07 0.12
H 5.062909 3.986306 4.941000 0.03 -0.12 0.19
H 5.535729 2.242936 5.156140 0.28 0.34 0.24
H 5.166529 2.881306 3.587670 0.26 0.18 -0.24
C 4.929069 -10.742284 2.599410 -0.81 0.35 0.92
O 5.395859 -9.396224 2.653380 -0.42 1.20 0.42
C 4.538409 -8.348444 2.833510 -0.41 1.72 -1.73
O 3.330239 -8.280634 2.704890 1.03 -1.35 0.62
O 5.286249 -7.224804 2.929490 0.81 -0.52 0.64
C 4.684919 -5.905804 2.987370 -1.54 -0.90 -0.07
H 5.677569 -11.338054 3.121810 0.10 -0.04 -0.49
H 4.712319 -11.064214 1.580840 0.31 0.05 0.02
H 4.018949 -10.823594 3.193680 -0.18 -0.03 -0.13
H 5.431109 -5.155694 3.249360 0.10 -0.47 -0.37
H 3.856679 -5.853504 3.694040 0.32 -0.32 0.58
H 4.122729 -5.732604 2.069740 0.67 0.28 -0.42
C 6.430419 -6.184594 -4.359700 -1.24 -2.64 0.91
O 6.948859 -5.048294 -4.818740 2.30 4.02 -2.22
C 6.754059 -4.668464 -6.105740 -1.20 -1.46 -0.48
O 5.992569 -5.223064 -6.900520 1.19 0.84 1.48
O 7.525239 -3.626994 -6.366780 -0.13 0.65 -0.04
C 7.229599 -2.968974 -7.608740 0.27 0.37 -1.04
H 7.038949 -6.556894 -3.535580 0.05 0.25 0.09
H 6.480639 -6.946974 -5.137100 -0.65 -0.22 0.04
H 5.438239 -5.943044 -3.978470 -0.35 -0.76 -0.09
H 6.200399 -2.615034 -7.668590 -0.10 -0.60 0.06
H 7.537509 -3.582304 -8.455570 -0.61 -0.45 0.12
H 7.818359 -2.071514 -7.798550 0.42 -0.03 1.15
C -9.482551 1.443676 7.120370 -0.98 -1.16 -0.80
O -9.821581 2.440536 8.056730 -0.37 0.21 1.16
C -10.548961 2.067286 9.151780 -0.68 -3.25 0.35
O -10.987811 0.918996 9.439690 1.59 3.70 -1.31
O -10.703331 3.150906 9.881930 1.66 0.19 -0.50
C -11.394171 3.163456 11.105670 -1.93 -0.24 -0.14
H -9.030771 1.824366 6.204360 0.46 0.76 0.65
H -10.409161 1.034826 6.717440 -0.10 -0.51 0.31
H -8.873771 0.648076 7.549900 -0.05 0.12 0.05
H -11.615701 2.198906 11.562460 0.59 -0.24 -0.31
H -12.354541 3.525656 10.738770 -0.37 0.41 0.99
H -10.939771 3.831646 11.837200 0.18 0.01 -0.46
C -0.769031 -2.045104 -9.689690 1.73 -0.57 0.59
O -1.327901 -1.595934 -10.924710 -0.06 -0.82 0.82
C -0.494071 -0.947744 -11.725250 1.15 1.69 -1.44
O 0.705339 -0.740214 -11.610720 -1.90 -0.77 0.27
O -1.254701 -0.453904 -12.748520 0.79 -0.73 -0.05
C -0.565951 0.353026 -13.721910 0.15 0.87 -0.31
H -0.533071 -1.214494 -9.024470 -0.44 0.01 -0.02
H 0.173569 -2.581164 -9.800380 0.53 0.54 -0.83
H -1.254371 -2.872804 -9.172530 -1.51 0.68 -0.40
H -1.151881 0.492356 -14.630410 -0.82 -0.24 0.52
H 0.368209 0.000476 -14.159120 0.21 -0.61 0.93
H -0.406301 1.336346 -13.279530 0.18 -0.04 -0.06
C -1.771011 8.490706 9.445450 0.48 0.30 0.28
O -2.713561 7.418836 9.482970 0.61 -0.96 -0.63
C -2.387851 6.236086 8.829500 2.94 1.47 -0.90
O -1.466631 6.032806 8.036500 -1.75 0.96 1.55
O -3.198401 5.351146 9.287430 -1.18 -2.35 1.28
C -2.972351 3.931746 9.075710 0.28 -0.39 -1.14
H -1.965451 9.188486 10.259940 -1.04 0.01 -0.21
H -1.792111 9.006686 8.485540 0.17 -0.12 0.08
H -0.763641 8.218416 9.760340 0.16 -0.74 -0.78
H -3.235971 3.318176 9.937190 -0.75 0.74 0.10
H -1.965041 3.571436 8.866900 0.52 1.16 0.03
H -3.498941 3.649146 8.164150 -0.44 -0.09 0.32

=====

No. 2
80
Properties=species:S:1:pos:R:3:forces:R:3 method="wB97M-V/def2-TZVPD" lumo_ha="0.0935 / 0.0948" total_charge=-1 homo_lumo_gap_ev="3.15 / 2.50" energy_ev=-69382.3192 relative_energy_kj_mol=695.06 fmax_ev_per_a=7.35
Al 0.942586 -0.273095 1.654390 -2.14 -1.42 0.35
Cl 1.809347 0.449058 3.516043 0.48 0.02 0.85
P 0.421064 0.522782 -0.464340 0.01 -0.89 1.67
C -2.155741 -0.384533 2.250242 -0.12 1.34 -0.07
H -3.037846 -0.532025 1.734183 -3.97 2.29 0.26
H -1.747827 0.619597 1.855276 0.60 -2.34 0.13
C 2.262069 0.751174 -0.735034 -0.43 0.02 -0.65
C -0.492770 2.147538 -0.473643 0.29 -0.23 -0.54
C 2.685530 0.883639 -2.203564 0.27 0.49 0.43
H 2.442990 1.701647 -0.207281 0.19 -0.23 -0.12
C 4.173339 1.265838 -2.251504 -0.15 -0.75 -1.10
H 2.509789 -0.067594 -2.721137 0.15 0.17 0.01
H 2.072634 1.658152 -2.707629 0.36 -0.37 0.18
C 5.057699 0.252326 -1.502127 0.55 1.23 0.22
H 4.468162 1.305416 -3.327052 0.08 0.10 0.64
H 4.294357 2.262862 -1.841141 0.07 0.22 0.16
C 4.562585 -0.010989 -0.076242 0.18 -0.97 -0.33
H 5.120361 -0.666677 -2.066854 -0.10 -0.41 -0.17
H 6.091498 0.676194 -1.463064 -0.52 -0.38 -0.03
C 3.066084 -0.371125 -0.043552 1.11 0.86 -0.07
H 5.155990 -0.851901 0.354230 -0.37 0.49 -0.15
H 4.748989 0.855795 0.548071 -0.05 0.29 0.17
H 2.907097 -1.330495 -0.536840 -0.17 -0.04 0.08
H 2.798361 -0.505115 1.061648 0.26 0.00 -1.22
C -0.301391 -0.547906 -1.806812 -0.19 0.53 -0.44
C -2.004470 1.959213 -0.716959 0.02 0.07 0.24
H -0.361595 2.514493 0.560757 0.08 -0.17 -0.28
C -2.731429 3.307367 -0.614398 -0.30 -0.14 -0.56
H -2.181700 1.515154 -1.703255 -0.06 0.13 0.11
H -2.428975 1.255635 0.024004 0.24 0.28 -0.36
C -2.120446 4.367604 -1.547313 0.07 0.42 0.63
H -3.798174 3.163437 -0.883900 0.44 0.11 0.23
H -2.699841 3.660445 0.417826 0.04 0.02 0.07
C -0.600028 4.510522 -1.363749 0.17 -0.02 -0.75
H -2.343727 4.124944 -2.585656 -0.01 -0.12 -0.15
H -2.592081 5.348183 -1.333900 0.13 -0.42 -0.21
C 0.135206 3.164657 -1.440942 -0.20 0.24 0.23
H -0.191199 5.169493 -2.158325 -0.24 -0.13 0.45
H -0.375852 4.976655 -0.404121 -0.05 0.05 0.12
H 0.104548 2.770000 -2.466616 -0.02 0.19 0.17
H 1.199188 3.313348 -1.182131 -0.40 -0.06 -0.12
C 0.409949 -1.902966 -1.951707 0.09 -0.01 -0.27
H -1.322573 -0.739386 -1.407722 0.41 0.03 -0.20
C -0.386691 -2.822528 -2.888663 -0.74 0.44 0.23
H 1.419637 -1.742839 -2.378358 -0.38 -0.08 0.15
H 0.553392 -2.401802 -0.985372 -0.04 0.29 -0.11
C -0.694244 -2.175586 -4.244824 0.83 0.49 -0.16
H 0.150120 -3.752908 -3.036977 0.08 -0.26 -0.03
H -1.354175 -3.074365 -2.399877 0.48 0.08 -0.13
C -1.246934 -0.745649 -4.134823 -0.44 -0.05 0.59
H 0.243968 -2.136703 -4.844008 -0.41 -0.04 0.29
H -1.396115 -2.786146 -4.801664 -0.12 -0.21 -0.17
C -0.439262 0.138271 -3.174591 0.26 -0.50 -0.36
H -1.276789 -0.264794 -5.109465 -0.11 -0.07 -0.28
H -2.293258 -0.792582 -3.755529 0.46 0.03 -0.21
H 0.571352 0.307629 -3.597360 -0.47 -0.08 0.14
H -0.912160 1.123037 -3.081199 0.09 -0.31 -0.12
C -0.229406 -2.081801 1.734807 -2.30 1.64 3.58
C -1.997651 -1.824437 1.863544 6.48 -2.15 2.73
H -0.162068 -2.737475 0.960597 0.32 -1.52 -2.75
C -2.747080 -2.894424 2.764286 2.99 -0.50 0.60
H -2.386464 -2.013391 0.939831 -0.71 0.05 -2.91
C -1.962746 -3.263452 4.065184 0.01 1.74 0.42
H -3.706466 -2.615176 3.049271 -1.94 0.91 0.37
H -2.850059 -3.866821 2.262668 0.08 0.43 -0.66
C -0.592714 -3.856435 3.788912 -0.40 -0.27 -0.75
H -1.814068 -2.302587 4.640643 -0.17 -1.28 -0.48
H -2.536086 -3.932637 4.722229 -0.14 0.04 -0.31
C 0.316211 -2.912080 2.932107 0.69 -0.76 0.93
H -0.102003 -4.070095 4.745126 0.09 0.14 -0.10
H -0.732310 -4.869394 3.319067 0.14 0.77 0.01
H 0.880748 -2.300746 3.667382 -0.49 0.00 -0.36
H 1.085844 -3.600681 2.542539 0.04 0.37 -0.09
F -0.442084 2.097172 5.776086 -0.71 -0.39 -0.98
C -1.231903 1.767382 4.733164 0.07 0.07 -0.68
F -2.449624 2.356574 4.942985 0.73 -0.24 -0.19
F -0.695724 2.302616 3.594042 -0.73 -0.13 1.12
C -1.412039 0.207940 4.565313 1.44 -0.32 0.89
O -0.853095 -0.502358 5.369384 -0.61 0.75 -0.42
O -2.269828 -0.250086 3.665385 -1.15 0.46 0.64